(1)
8
Properties=species:S:1:pos:R:3:nbo_charge:R:1 method="wB97M-V/def2-TZVPD" charge=0 multiplicity=1 orbital_gap_ha="0.30653 / 0.30661" mol_weight_g_mol=120.5
Cl -1.408 2.067 -0.078 0.13
N -0.762 -2.027 -1.156 -0.21
N -0.133 -0.065 -0.232 -0.09
N 0.182 -1.314 -0.475 -0.08
N -1.296 0.467 -0.533 -0.40
N -2.680 -1.351 -2.270 0.01
N -1.745 -1.504 -1.656 0.22
H 0.725 0.349 0.235 0.42

(2)
6
Properties=species:S:1:pos:R:3:nbo_charge:R:1 method="wB97M-V/def2-TZVPD" charge=0 multiplicity=3 orbital_gap_ha="0.38722 / 0.26922" mol_weight_g_mol=113.4
Cl 1.435 3.133 -2.326 -0.25
P -0.149 1.935 -2.048 1.63
O -1.034 2.587 -1.049 -0.85
O 0.641 0.725 -1.192 -0.62
N -0.008 0.583 -0.016 -0.21
H 0.303 -0.298 0.472 0.30

(3)
6
Properties=species:S:1:pos:R:3:nbo_charge:R:1 method="wB97M-V/def2-TZVPD" smiles="N=[S@](=O)([O-])Cl" charge=-1 multiplicity=1 orbital_gap_ha=0.32055 mol_weight_g_mol=114.5
Cl -1.992 -1.893 0.979 -0.52
S -0.975 0.103 1.359 2.24
O -1.980 0.974 1.921 -0.93
O 0.200 -0.220 2.174 -0.97
N -0.566 0.380 -0.122 -1.16
H 0.197 -0.179 -0.274 0.34

The evaluated energy above the lowest of the compared OMol25 structures with the same formula, charge and spin for the records listed, in turn: 101.8 47.3 19.7 kJ/mol.